A 12-piece molecular cluster, C33H76N10O16 overall. Source: OMol25; level of theory: the ωB97M-V functional and the def2-TZVPD basis.

Computed properties:
2S+1: 1
ΔE to the lowest compared entry with this formula, charge and spin: 5.0901 eV
charge: 0
HOMO energy: -0.3400 Eh
LUMO level: -0.2 eV
M: 869.0 g mol⁻¹
gap between HOMO and LUMO: 9.013 eV
SMILES: COC(=O)OC.COC(=O)OC.CNC(C)=O.CNC(C)=O.CNC(C)=O.CNC(C)=O.CNC(C)=O.CNC(C)=O.CNC(C)=O.CC(N)=O.CC(N)=O.CC(N)=O

Last column: Mulliken charge in e.
CARTESIAN COORDINATES (ANGSTROEM)
H (2.277, -1.040, -8.868)  0.247
H (-3.554, 2.741, -8.068)  0.356
C (2.438, -0.028, -6.993)  0.623
C (1.360, -1.001, -1.112)  -1.031
H (-2.769, 0.398, 5.112)  0.255
H (-7.300, -1.686, 6.051)  0.269
C (-2.974, 3.014, -6.067)  0.764
C (2.746, -1.187, -7.894)  -0.956
H (4.526, 2.427, -5.993)  0.363
H (2.517, 5.472, 3.827)  0.280
H (-1.280, -3.506, 1.953)  0.159
H (2.940, 2.814, -5.943)  0.269
C (-3.551, -4.837, -6.238)  0.680
H (-2.031, 2.068, -7.827)  0.321
H (-0.054, 6.758, 7.982)  0.309
N (-2.143, 2.558, -5.114)  -0.099
H (2.202, -1.959, -7.351)  0.268
C (-5.306, -0.858, 5.789)  0.598
N (1.424, -2.645, 5.618)  -0.343
O (-3.074, -5.973, -6.186)  -0.668
H (-4.911, -3.595, -6.835)  0.257
H (-2.311, -3.815, -4.903)  0.199
H (5.504, 0.076, 2.810)  0.291
O (0.685, 5.742, 4.451)  -0.248
N (-4.756, -4.556, -6.565)  -0.217
H (4.286, 0.598, -7.264)  0.259
O (2.653, -4.209, 4.776)  -0.665
H (-2.681, -6.047, 1.357)  0.243
H (4.880, -0.782, 4.124)  0.334
C (-3.095, 6.654, 1.032)  -0.645
H (-7.249, -0.267, 5.040)  0.278
C (6.612, -1.654, 3.133)  0.717
C (-3.549, 0.825, 5.743)  -0.890
H (-2.305, 6.108, 1.548)  0.297
C (-5.020, 5.279, 1.614)  0.733
H (-6.200, -6.096, -6.014)  0.256
H (-0.984, 1.356, 1.923)  0.413
O (-5.179, 5.639, 2.773)  -0.564
H (3.793, -1.440, -8.060)  0.368
C (-2.677, -3.688, -5.921)  -0.833
N (3.399, 0.919, -6.904)  -0.182
C (6.529, 4.029, -1.278)  0.694
N (-2.507, -5.072, 1.160)  -0.146
C (1.266, 0.088, -0.120)  0.675
H (-2.686, 7.041, 0.099)  0.240
C (-1.891, -4.369, 2.217)  -0.773
O (2.269, 0.822, 0.065)  -0.670
O (-5.713, 4.285, 1.047)  -0.270
H (2.818, -6.138, -0.940)  0.287
H (-7.541, 4.664, 1.928)  0.301
N (5.793, -4.779, -0.627)  -0.357
O (-4.566, -1.796, 6.191)  -0.622
H (1.418, 6.081, 2.600)  0.222
C (7.186, 1.630, -1.170)  -0.946
N (-4.960, 0.489, 5.668)  -0.142
H (-3.432, 1.904, 5.642)  0.361
H (0.839, -1.891, -0.762)  0.328
C (1.931, -3.807, 5.680)  0.765
C (-0.012, 1.331, 1.429)  -0.922
C (-6.707, -1.179, 5.290)  -0.899
H (-1.250, -5.134, 2.655)  0.349
O (7.641, -1.087, 2.818)  -0.638
C (-6.907, 3.835, 1.615)  -0.559
H (-6.722, -1.737, 4.354)  0.243
H (1.534, -4.082, 7.723)  0.354
H (-4.343, -5.429, -1.721)  0.302
C (3.799, -6.054, -0.471)  -0.934
H (-2.345, 2.586, -3.081)  0.298
N (6.299, 2.734, -1.011)  -0.094
C (-2.989, 2.183, -7.321)  -1.176
H (-0.599, -0.473, 0.467)  0.192
C (-1.921, 3.245, -3.839)  -0.871
H (3.734, -5.515, 0.474)  0.261
N (0.088, 0.264, 0.540)  -0.051
H (4.219, -7.045, -0.299)  0.272
C (-3.069, -4.648, 0.009)  0.750
H (1.456, -2.217, 4.704)  0.216
C (1.736, 6.207, 3.634)  -0.668
H (-6.789, -5.136, -7.219)  0.349
H (0.736, 1.289, 2.221)  0.236
H (-1.664, 6.420, 7.512)  0.294
H (4.505, -1.538, 2.638)  0.308
O (-3.126, -3.434, -0.322)  -0.660
H (-1.620, 1.728, -5.353)  0.165
H (-6.770, 3.200, 2.490)  0.175
H (2.236, 7.170, 3.736)  0.347
H (0.095, 2.220, 0.808)  0.247
H (5.807, -3.258, 4.020)  0.222
H (-4.634, -5.939, 0.038)  0.306
C (5.280, -0.944, 3.123)  -1.052
C (0.214, 6.404, 5.459)  0.760
C (4.901, -5.384, -1.320)  0.759
H (2.396, -1.101, -1.439)  0.278
H (7.461, -3.415, 3.312)  0.221
H (-0.866, 3.359, -3.589)  0.293
H (0.880, -2.290, 6.392)  0.190
N (6.600, -2.920, 3.493)  -0.401
H (-1.737, -3.832, -6.454)  0.263
H (-3.038, -2.666, -6.039)  0.280
O (1.420, 0.143, -6.394)  -0.610
H (-3.514, 7.546, 1.498)  0.308
O (-0.212, 5.525, 6.309)  -0.289
H (5.610, -4.810, 0.366)  0.153
H (0.844, -0.684, -2.018)  0.299
H (6.563, -4.450, -1.193)  0.226
H (0.321, -4.866, 6.768)  0.311
H (7.904, 1.716, -0.354)  0.303
H (-3.178, -6.331, -1.054)  0.335
H (3.610, 1.564, -4.887)  0.304
H (-7.447, 3.146, 0.965)  0.256
O (5.054, -5.394, -2.525)  -0.669
H (1.937, -5.654, 7.026)  0.282
O (7.566, 4.513, -1.595)  -0.615
C (3.564, 1.920, -5.916)  -0.959
O (0.083, 7.610, 5.463)  -0.582
C (5.301, 4.934, -1.049)  -0.986
H (-5.555, -6.273, -7.688)  0.282
H (5.543, 5.993, -0.960)  0.292
O (-3.737, 3.936, -5.897)  -0.632
C (-0.680, 5.957, 7.588)  -0.647
H (4.824, 4.474, -0.184)  0.285
H (7.693, 1.637, -2.135)  0.283
H (4.603, 4.805, -1.876)  0.246
C (-5.842, -5.575, -6.902)  -0.846
H (5.343, 2.456, -0.841)  0.195
H (-5.606, 1.223, 5.414)  0.279
C (-3.930, -5.613, -0.728)  -1.156
O (-4.154, 5.759, 0.647)  -0.276
H (-2.380, 4.233, -3.811)  0.314
H (-0.750, 5.098, 8.255)  0.222
H (6.679, 0.698, -0.921)  0.347
H (-2.552, -3.851, 2.911)  0.290
C (1.398, -4.723, 6.852)  -1.109
H (-3.637, 1.307, -7.295)  0.273
H (-3.238, 0.555, 6.752)  0.271